A cluster of 17 separate species, C56H159N13O17 in total in a non-equilibrium geometry, computed with ωB97M-V/def2-TZVPD.

Results
2S+1	1
E_LUMO	0.0103	Ha

```
245
Properties=species:S:1:pos:R:3:forces:R:3
H -3.5739 1.1994 -0.4324 -0.7 -0.6 0.2
H -0.6048 3.3966 3.9214 0.2 0.4 0.4
H -6.1583 0.1918 0.0207 -0.1 0.0 -0.2
O -3.5711 2.9396 -6.6008 0.8 1.1 1.0
C 4.1036 -2.3404 -2.1653 -0.9 0.6 0.8
H 4.6972 -2.4258 -7.7647 0.3 0.6 1.2
C 2.5456 1.8935 -4.8475 0.7 0.2 1.2
H 5.8916 -4.6752 -0.7378 0.0 0.2 0.0
H 2.8600 0.2723 6.4448 -1.0 -0.6 0.1
C 4.3605 -4.5079 4.3251 0.2 -0.5 -2.4
N 4.7057 -6.8299 -1.8560 1.4 0.0 0.0
H 2.2746 4.3903 -0.8591 -0.6 0.1 -0.6
C 4.7653 0.1440 6.3702 -0.2 2.0 -0.8
H -2.7461 -0.2714 -5.3767 0.5 0.1 0.4
N -0.7331 1.4609 3.2775 0.1 -0.5 -1.1
H -8.6129 1.2053 5.1635 -0.4 0.2 -0.4
C 1.4830 1.1461 -5.5527 -1.1 -1.1 -0.1
H 5.7165 -5.8620 4.8920 0.2 -0.2 0.2
H -3.1986 4.9227 1.9185 0.0 1.0 0.3
H -1.3703 -5.5122 1.4584 -0.5 0.1 0.4
H 3.7865 -1.4041 -1.7061 0.4 0.4 -0.3
C -3.1768 2.4022 -2.9318 -0.4 0.0 1.0
H -2.6975 7.8242 3.5892 -0.5 -0.1 0.2
H 4.0537 -2.6688 5.3736 0.2 0.1 0.1
H -2.9983 1.4638 -2.4069 0.0 -0.3 -0.4
C 0.1315 3.6821 -2.7857 0.9 0.7 0.1
H 1.0863 -2.1712 -1.2235 0.6 0.2 0.2
N 2.3185 0.8340 2.8471 -0.4 0.3 -1.1
O 3.5407 -3.8922 -8.3111 -0.5 -2.0 -0.7
C 0.8710 3.7886 6.6441 -1.0 0.2 0.4
C 1.9344 4.8586 0.0645 1.5 -0.4 -0.1
H -1.0426 2.1593 -4.4253 0.4 -0.1 0.3
H 0.7434 1.8435 -5.9460 0.1 -0.2 -0.2
H -4.6106 -3.3454 -6.0721 -0.4 0.0 0.0
C 1.8288 -2.1178 1.3244 2.2 -0.7 0.6
H -5.0842 0.4892 -6.8827 -0.1 -0.1 0.6
H -2.0834 1.4937 1.8569 0.7 0.0 0.8
C -3.2043 -4.1452 -2.9897 0.5 -0.3 -0.1
H -4.6381 -2.0763 -1.9360 1.1 -0.2 -0.3
H -4.6460 -0.5350 2.4812 0.2 0.3 -0.5
C -5.0544 -2.3878 -6.3445 -0.1 1.0 -1.5
C 3.2535 -5.9568 -0.1577 -0.2 1.0 0.4
H 1.8762 3.3678 6.6676 -0.2 -0.8 -0.1
H -2.2692 -3.8195 3.3221 -0.2 -0.1 -0.2
C 2.0882 2.5633 -3.5180 -0.8 0.5 -1.8
C -2.1204 -4.6655 -4.0104 -0.9 1.0 1.5
H -5.1416 0.9493 0.9610 0.1 0.4 0.0
H -3.5707 4.8640 -7.5721 0.3 0.1 0.7
H 3.5273 -3.6208 -9.2319 0.0 -0.3 0.0
C 2.9033 1.9737 2.1360 0.1 1.0 1.3
C 0.3296 -1.4034 -1.0620 -1.5 -0.3 -0.7
H 1.2291 -0.5594 -2.7457 -0.1 0.4 -0.6
O 3.7289 1.5820 8.0758 -0.1 -0.7 0.4
H 4.6223 -3.0401 2.6356 -0.2 0.5 0.3
H 1.5737 0.1514 -0.1267 1.0 -0.5 -0.4
H 3.3166 -5.4280 -2.2707 -0.5 0.9 0.3
H 6.5890 -2.1908 1.7769 0.0 0.4 0.4
C 7.1197 1.5523 -1.1422 0.2 -0.6 1.0
N 3.4805 0.1807 5.6532 -0.5 -0.7 1.2
H 5.3412 -3.7384 6.0749 0.3 0.5 -0.1
C -1.2273 -3.8609 3.6395 0.4 0.4 -0.1
C -2.8958 0.7342 0.2830 0.7 0.3 -0.6
N -2.8213 8.2325 2.6737 -0.8 -0.3 0.0
H 3.0543 -2.0110 -8.1042 -0.4 0.7 1.0
H -1.9492 0.9232 -0.2233 0.5 -0.2 0.1
C -0.9264 2.4391 4.3310 0.8 -1.2 -1.5
H 1.8910 0.2446 2.1472 -0.2 -0.6 0.2
H -0.6296 1.0612 5.8719 -0.3 -0.3 0.1
H -3.7333 1.3962 -4.6891 -0.8 0.5 0.1
H -2.0501 -1.1726 3.3490 -0.3 -0.2 -0.1
H -0.7331 4.2416 -3.1428 -0.2 -0.6 -0.2
C 0.2039 -4.6299 -4.3911 0.7 0.5 0.0
C -0.6900 9.1701 2.8770 0.5 -1.3 -0.4
H 0.9965 2.9548 1.7904 -0.3 -0.2 0.0
H 0.0803 6.9256 1.4404 0.3 -0.1 0.1
H -5.3327 0.5077 -10.5550 0.4 -0.2 0.2
C -6.6454 0.1567 1.9567 1.9 -1.5 -0.2
C 0.1884 -0.7440 -2.4793 0.5 0.0 1.3
C -1.6585 -2.0804 5.5354 0.9 -2.2 0.0
H -0.9811 -2.8673 -1.4141 -0.2 -0.3 -0.1
H 4.3636 1.5261 -4.0321 0.4 -0.1 0.0
H -2.3739 -4.1154 -4.9166 0.3 -0.5 -0.7
H 2.4798 5.8011 0.1139 -0.5 0.3 0.0
H -3.4634 0.5251 -7.5900 0.5 0.3 1.1
C -4.0979 3.9177 -7.4508 -0.5 -0.8 -1.1
H -7.6794 0.4062 6.2974 0.8 -0.6 -0.3
H 0.8190 4.4650 -2.4654 0.3 0.2 -0.2
H -1.4274 -2.9088 6.2051 -1.0 0.0 0.8
H -3.5496 7.7526 2.1644 -0.1 -0.2 0.1
C -5.6173 -0.9501 2.2121 0.0 -0.6 1.7
H -4.8932 -5.6382 -2.9996 0.4 -0.2 -0.4
H 5.6182 -0.9438 4.7385 0.3 -0.1 0.2
H -2.1719 -2.4512 -2.8103 0.0 0.4 0.4
N -1.7994 1.5803 -4.7600 -0.3 1.6 -0.7
O 2.5384 4.0691 1.0693 0.1 0.3 0.4
H 0.8523 4.9698 0.1330 -0.1 0.0 0.1
H -3.9198 1.3244 -9.6754 0.5 -0.3 -0.6
C 3.6699 -2.7287 -7.5619 0.3 0.5 -1.3
H -6.9137 -2.3386 -2.4605 0.6 -0.7 -0.2
H 5.7214 1.3616 7.8845 0.5 0.5 -0.2
H 5.2461 -6.7093 -2.7007 0.3 0.4 -0.1
H 4.9217 1.2048 2.1898 -0.2 -0.5 0.2
O -6.9734 0.3626 4.3183 0.4 -2.4 1.1
H -1.7513 1.7396 -5.7562 0.4 -0.4 -0.7
H -3.2030 -1.9438 -7.2772 0.7 0.3 0.6
O 6.4991 -3.6034 3.3668 0.3 1.6 0.6
H 2.5524 3.5463 -3.4374 0.7 -0.1 0.4
H 3.6969 -4.0638 6.3766 -0.3 -0.3 -0.4
H 3.1695 -2.6772 -2.6150 0.0 -0.7 -0.2
C -0.1305 1.9788 5.5604 -1.1 -1.7 -1.6
O -4.7649 -0.3194 -8.7116 -0.8 -2.1 -1.7
C -3.5622 3.4134 -5.2335 0.8 -0.4 -1.1
H -2.4857 3.0711 -2.4188 0.2 0.4 -0.6
H -0.0121 -4.4084 -5.4362 -0.1 0.1 -0.1
H -7.5375 -0.4023 1.6744 -0.6 0.6 0.3
H -2.7254 4.5500 0.2826 -0.3 -0.5 0.2
N -1.0690 -1.3985 3.4303 0.9 -0.5 -1.0
H 1.7978 2.2400 0.3621 -0.3 0.3 -0.7
H 0.7479 4.3481 7.5715 -0.1 -0.1 0.1
H 3.9578 -6.2051 0.6363 0.1 0.5 0.1
H 8.1630 -2.6722 2.5660 -0.2 -0.1 -0.2
C 4.1989 1.5840 1.4675 0.8 0.8 -0.4
H -2.1364 -5.7549 -4.0428 0.0 -0.1 -0.5
N 3.7153 1.0106 -4.6102 -0.8 0.8 -0.1
H -5.0378 -4.2770 -4.1656 -0.2 -0.1 0.2
O 7.3069 2.0029 0.1857 0.3 0.8 0.4
O 0.7286 2.8836 -3.8069 -0.8 0.4 1.3
N -3.4827 -0.9560 -5.2827 1.2 -0.4 -1.3
H 3.5300 2.6239 9.8356 0.1 -0.2 0.1
C -7.5677 0.9850 5.3806 -1.6 1.3 0.7
H -2.8373 -4.5101 -2.0304 -0.2 -0.1 0.3
C -2.4384 2.4615 4.5128 1.1 -0.1 1.2
H 6.5576 0.6354 -0.9648 -0.5 0.1 -0.9
O 0.8822 -1.1196 1.3434 -1.1 -1.0 0.1
O -0.3442 -4.0021 2.5110 -0.5 0.3 0.4
H -7.6450 1.7260 2.9311 -0.8 0.0 0.2
C -3.8954 -1.3923 -6.6412 -2.7 0.7 1.0
H 4.8488 -2.1781 -2.9440 0.3 -0.1 0.1
H -2.8589 1.4559 4.5219 0.2 -0.2 -0.3
H 4.0939 0.8744 0.6467 -0.2 -0.2 0.0
H 6.8366 -0.0681 5.7553 0.1 -0.4 -0.1
H -0.4215 0.1566 -2.5512 0.2 0.2 0.4
H -5.6781 -2.4288 -7.2375 0.2 -0.7 -0.4
H -1.7421 4.0241 1.6261 0.4 0.0 0.1
C 5.0499 -4.4103 -1.3777 -1.9 0.2 -0.9
H -0.6930 -1.6083 2.5167 -0.1 0.5 -0.4
H 2.5506 -6.7878 -0.0983 0.2 -0.4 -1.1
C -4.8618 0.7798 -9.6104 -0.2 0.5 2.4
H -0.7577 6.2733 2.8304 -0.4 -0.5 0.0
H 5.3035 -4.5769 2.2592 -1.3 -0.9 -0.1
C -0.8528 -2.5457 4.2854 -1.2 2.3 1.4
H -1.1615 10.1484 2.9701 -0.3 -0.3 0.0
H -1.0008 0.5682 3.6667 -0.4 -0.4 -0.1
H 4.1386 0.8686 -5.5162 0.4 -0.2 0.0
N -0.9373 -2.1232 -0.7325 0.8 0.7 0.0
C -0.9096 6.7398 1.8570 0.0 1.5 -0.6
H 4.8858 3.1470 8.8004 -0.1 0.1 0.1
H -1.2490 -1.1879 6.0085 0.1 0.0 -0.5
O -5.2326 -1.5055 -1.4437 -1.4 0.3 0.7
H 8.0766 1.2407 -1.5608 0.1 0.3 -0.4
O -0.2414 2.8511 6.5651 1.7 3.1 2.8
H 6.6285 2.3549 -1.6924 -0.2 -0.6 -0.5
H 4.1254 -7.6189 -2.1027 -0.6 0.2 0.5
H 1.9416 0.5556 -6.3459 -0.1 0.1 -0.3
H 1.9754 -2.6160 2.2827 -0.6 0.3 0.3
H 4.7686 -0.6736 7.0911 -0.1 -0.3 -0.3
H -5.1416 4.0685 -7.1751 -0.2 0.4 -0.1
N 4.7813 -5.9093 4.5135 0.1 0.5 1.4
C 5.8517 -0.0329 5.2896 0.1 0.2 1.0
H -5.2666 -4.1176 -2.3809 0.0 0.4 -0.2
H 0.1703 -2.5655 4.6607 0.4 -0.1 -0.5
C -6.4191 -1.4063 -2.1879 -0.6 -0.1 -0.3
C 3.8612 2.7753 8.8082 -0.9 0.2 0.4
H -5.8523 -1.5042 3.1209 -0.4 -0.3 0.0
C -3.0855 2.2354 -4.4356 -0.6 -1.8 1.6
H -2.7153 -1.9570 5.2988 0.0 -0.2 0.3
H -5.4813 1.5019 -9.0785 -0.6 0.4 -0.4
H -5.5220 -1.6692 1.3986 0.0 0.3 -0.2
H -4.5597 3.8090 -5.0421 -0.2 -0.4 0.6
H 0.9571 0.4333 -4.9175 0.0 0.0 0.1
C 4.0036 -5.5968 -1.4415 -0.3 -1.4 -0.3
H 1.7091 -2.9405 0.6195 -0.3 0.3 -0.3
H 4.8635 -6.5353 3.7252 -0.4 0.6 -0.5
H -0.5729 8.6874 3.8473 0.1 0.4 0.4
H 4.7564 2.4379 1.0828 -0.3 0.2 -0.3
H 0.4705 -5.6849 -4.3279 -0.3 -0.3 0.2
H 3.3268 -4.4588 3.9829 -0.3 -0.5 -0.2
H -0.7975 -2.5851 0.1547 -0.1 -0.1 0.4
H 4.7942 2.3101 6.5718 0.9 0.2 -0.2
H 0.8746 4.5424 5.8568 -0.3 -0.1 -0.4
H -3.3584 -2.2514 -3.8064 -0.3 0.0 -0.6
H 0.0312 0.2877 0.4033 -0.9 -0.2 -0.8
C -4.6886 -4.5828 -3.1794 1.0 0.0 0.3
H 2.2203 1.9944 -2.5977 -0.1 -0.4 0.0
H 3.1417 0.3506 3.1770 -0.2 -0.6 0.5
C -0.4258 -5.2658 1.9433 0.6 -1.0 -0.7
H 3.1671 3.5003 8.3831 0.3 0.4 -0.1
H -6.0324 1.8216 3.3205 0.9 -0.2 -0.5
H -1.1068 -4.7083 4.3143 0.1 -0.2 0.1
H -7.2605 -0.9695 -1.6500 0.5 0.7 0.5
C 4.8467 1.4507 7.2402 0.4 -1.5 -1.0
H -7.1438 1.9524 5.6500 0.5 0.1 0.0
H -4.0602 3.4742 -8.4457 -0.3 0.0 -0.1
H 3.1241 2.5876 3.0092 0.5 0.8 -0.3
H 3.2874 1.0867 5.2507 0.6 0.4 -0.7
H -6.2535 -0.8454 -3.1078 -0.1 0.2 -0.2
C 4.3621 -3.6899 5.5984 0.7 -0.2 0.3
H 2.7008 2.7213 -5.5394 0.9 0.4 0.1
N -3.1491 -2.6828 -2.9175 0.1 -0.7 0.2
H 0.2240 1.2355 3.0467 0.6 0.6 0.2
H -5.8004 -2.0154 -5.6424 0.5 0.0 0.7
H -0.2672 -1.4044 -3.2171 0.2 -0.4 0.2
H -4.1605 2.7247 -2.5905 -0.2 0.0 -0.2
H -2.9814 -0.3397 0.4487 -0.4 -0.1 -0.5
H -4.2421 -0.4479 -4.8524 -0.4 -0.2 -0.1
C -6.8072 1.0702 3.1682 -0.6 1.5 -1.5
H 5.9113 0.7646 4.5489 -0.4 0.3 0.1
H 2.5929 -5.1253 0.0881 0.4 0.4 0.5
H -1.5724 8.6139 1.0422 -0.5 -0.2 -0.3
C -4.3301 -0.1070 -7.3966 0.7 0.5 -1.3
O -2.9700 1.4224 1.4955 -0.8 0.5 0.2
H -2.8842 4.2494 -5.0617 0.4 0.3 -0.5
C 1.9449 2.8274 1.2685 0.5 -1.4 1.0
H -0.0720 3.1442 -1.8598 -0.3 -0.5 -0.1
C -1.5515 8.1625 2.0342 1.6 0.9 -0.2
H 0.2831 -5.3969 1.1258 0.4 0.6 0.0
O -0.8218 -4.2193 -3.5339 -1.5 -0.5 -0.2
N -6.1313 0.8514 0.7851 -0.6 1.0 -0.1
C -2.3374 4.8578 1.2536 -0.2 -1.2 -1.2
O 4.5295 -3.0914 -1.0510 0.3 -1.5 0.4
O -1.5818 5.9681 0.8520 0.2 1.0 1.4
H 7.1797 -3.7720 1.4808 0.7 -0.1 -0.4
H 0.8910 1.6228 5.4270 0.3 0.4 -0.8
H -2.4989 2.7873 5.5512 -1.2 0.9 -0.2
H 3.3758 -2.9437 -6.5346 0.2 0.4 -0.1
C 7.1726 -2.9877 2.2378 -1.2 -1.3 0.7
H 5.2851 -4.2609 -2.4315 1.1 -0.6 -0.1
H 2.7710 -1.5965 1.1552 0.6 -0.4 -0.5
C 0.7285 -0.4960 0.1073 -0.7 1.4 -0.5
H -2.8623 3.0166 3.6760 -0.4 0.3 0.6
H 7.4224 2.9535 0.1174 0.2 0.0 0.4
H 1.0752 -4.0550 -4.0775 0.2 0.0 -0.2
H -0.1289 -6.0407 2.6501 -0.3 -0.2 0.3
C 5.1273 -3.8928 3.0893 1.1 -0.1 0.2
H 0.3131 9.3479 2.4894 0.1 -0.2 -0.2
```
Forces are in eV/Å.